DFT (ωB97M-V/def2-TZVPD) results for 15 unconnected molecules or ions with the total composition C86H217N15O28 at a distorted geometry.

```
346
Properties=species:S:1:pos:R:3:forces:R:3
C 0.51708 10.21888 0.80979 0.492 0.118 -2.360
C 0.75236 8.86168 1.29742 1.712 -2.015 1.221
C -0.45396 8.18063 1.90567 -0.309 -0.223 0.195
O -0.70935 8.76807 3.14451 -0.784 0.557 1.604
C -1.61695 8.00347 3.97407 0.720 -0.015 -0.860
N 1.35359 7.92421 0.26928 -0.022 0.781 0.257
H -0.27530 10.09388 0.05464 0.312 0.844 -0.161
H 1.49169 10.58963 0.39148 -1.058 -0.035 -0.010
H 0.22796 10.88473 1.58327 -0.434 0.484 0.732
H 1.47489 9.00905 2.13093 -0.296 -0.503 -0.081
H -0.18509 7.15010 2.10800 -0.011 -0.540 -0.341
H -1.40689 8.22900 1.34846 0.566 -0.193 -0.525
H -2.38357 7.49619 3.35369 0.312 0.254 0.301
H -2.09418 8.69332 4.66996 0.102 -0.098 -0.029
H -1.01266 7.24788 4.51219 -0.456 0.155 -0.060
H 1.69787 7.05255 0.70926 -0.268 0.883 -0.212
H 2.16116 8.39286 -0.17154 -0.547 -0.439 0.366
C -5.09663 -1.39289 0.95951 1.116 -0.044 0.012
C -5.31546 -0.82577 -0.45202 -1.671 -0.849 0.566
C -5.57197 0.67847 -0.26342 1.246 0.211 -1.148
O -6.58255 0.80585 0.68370 -1.633 1.099 -0.061
C -7.52596 1.89556 0.43028 -0.056 -2.151 0.838
N -4.18363 -1.14329 -1.33445 -0.244 0.533 -0.379
H -4.86709 -2.45684 0.88012 0.030 -0.081 0.120
H -5.88514 -1.25753 1.70809 -0.084 0.082 -0.666
H -4.20593 -0.87959 1.37237 -0.140 -0.390 -0.069
H -6.31027 -1.26387 -0.82133 1.196 0.459 0.182
H -5.78989 1.18896 -1.24236 -0.104 -0.417 0.710
H -4.63738 1.14030 0.12290 -0.249 -0.118 -0.238
H -7.88577 1.82799 -0.58916 -0.056 0.080 -0.346
H -7.03037 2.83163 0.59430 0.019 0.708 0.238
H -8.40078 1.69541 1.11333 1.063 0.534 -0.567
H -4.50051 -1.20734 -2.29966 -0.059 0.315 0.045
H -3.71368 -2.02945 -1.18052 -0.271 0.049 0.624
C -1.77344 -7.59131 -3.75730 -1.655 -0.875 -0.886
O -0.53887 -7.39556 -4.30186 0.925 1.597 -1.344
C 0.52867 -7.85467 -3.54434 -0.239 -0.241 0.793
C 1.88781 -7.48928 -4.11020 -0.665 1.475 0.695
N 2.24726 -6.08188 -3.69878 0.040 -1.520 -0.506
C 1.81684 -5.03688 -4.59349 1.954 -0.187 -1.363
C 2.50585 -3.76236 -4.21298 -1.172 1.761 0.732
O 3.89663 -3.89673 -4.29116 -0.068 -0.605 -0.429
C 4.61137 -2.79494 -3.74308 -0.761 -0.272 -0.836
H -2.47792 -7.33873 -4.54193 -0.287 0.630 -0.082
H -2.02601 -7.03025 -2.86490 0.282 0.099 0.439
H -2.00866 -8.65605 -3.67026 0.284 -0.318 0.778
H 0.34518 -8.93281 -3.49468 0.675 -0.311 0.414
H 0.47160 -7.39419 -2.53476 0.111 -0.429 -0.174
H 1.93826 -7.65027 -5.19432 0.083 -0.065 0.109
H 2.56862 -8.12157 -3.56446 0.518 -0.380 -0.157
H 3.25577 -6.03698 -3.71923 0.244 0.002 0.186
H 0.76086 -4.96295 -4.58794 -1.080 0.293 -0.074
H 2.20145 -5.15886 -5.65157 -0.704 -0.511 0.535
H 2.21411 -3.50320 -3.16406 0.492 -0.048 -0.641
H 2.09709 -2.93063 -4.89465 0.725 -0.877 0.820
H 4.59053 -2.87469 -2.64688 -0.059 0.533 -0.156
H 4.19906 -1.87565 -4.20069 0.158 -0.062 0.908
H 5.61022 -2.90607 -4.12344 0.637 -0.043 0.132
C 2.58249 0.85440 2.84946 0.558 -0.531 0.568
O 3.52408 1.52828 3.69155 -0.849 0.252 0.158
C 4.87035 1.60371 3.27025 -0.435 -0.200 -0.489
C 5.74366 0.76537 4.18896 1.436 -0.958 -0.393
N 5.13163 -0.54922 4.38171 -0.089 -1.013 -0.078
C 5.79003 -1.38864 5.43049 -0.010 2.331 -0.282
C 5.08980 -2.68565 5.61390 -1.169 -0.198 0.348
O 3.72660 -2.41549 6.04715 0.211 -0.863 -0.566
C 2.92609 -3.60513 6.15517 0.056 0.201 0.490
H 3.07721 -0.08553 2.55013 -0.602 -0.047 -0.038
H 2.32764 1.39663 1.92618 0.068 0.192 0.301
H 1.67580 0.66837 3.47609 0.679 0.044 -0.709
H 5.09212 2.66758 3.28666 0.595 0.079 -0.024
H 4.97959 1.24998 2.23484 -0.167 0.039 0.156
H 5.91253 1.25095 5.15887 0.044 0.264 -0.003
H 6.79262 0.59725 3.69630 -1.717 0.439 0.833
H 4.15662 -0.44687 4.70545 0.701 0.181 -0.364
H 5.74018 -0.71171 6.30917 0.351 -0.914 0.372
H 6.85413 -1.58685 5.20882 -0.411 0.192 -0.161
H 5.60140 -3.28324 6.38700 -0.122 -0.029 -0.304
H 5.08541 -3.19928 4.63566 -0.085 -0.117 0.513
H 1.86313 -3.32734 6.29148 0.753 0.041 0.191
H 3.26273 -4.21972 7.00578 -0.123 0.227 0.004
H 2.96147 -4.27081 5.29623 0.359 0.302 -0.462
C -2.01329 -9.60442 2.68146 -0.215 -0.330 1.017
O -0.70421 -9.09251 2.84202 -0.006 -1.846 0.609
C -0.33003 -8.42958 1.71334 1.310 2.087 -2.749
C 1.22043 -8.24342 1.62702 -0.402 -1.200 0.618
N 1.66970 -7.29078 2.65195 0.493 -0.483 0.490
C 1.85409 -7.84005 4.07153 -0.191 -1.096 -3.096
C 2.54226 -6.82745 4.87039 2.146 -0.569 0.603
O 3.72511 -6.38965 4.17859 -0.717 1.004 0.700
C 4.69993 -7.35471 4.08715 0.853 -1.190 0.840
H -2.33211 -10.11872 3.61743 0.234 0.772 -0.493
H -2.17205 -10.35525 1.88614 0.602 0.397 -0.091
H -2.56683 -8.70658 2.46806 -1.181 -0.064 0.000
H -0.74257 -7.38120 1.68504 0.086 -0.615 0.234
H -0.71551 -8.87196 0.74479 0.391 -0.167 0.962
H 1.53760 -7.85351 0.62624 -0.493 -0.212 0.826
H 1.71111 -9.28123 1.74048 -0.572 1.195 -0.113
H 2.56303 -6.95667 2.29114 -0.012 0.135 0.447
H 2.33846 -8.82196 4.01724 0.266 0.025 0.140
H 0.88236 -8.02143 4.44160 -1.144 -0.194 0.599
H 2.80575 -7.14703 5.94218 -0.479 0.395 -1.410
H 1.89366 -6.01050 4.82285 -0.834 1.641 0.544
H 4.49571 -8.09214 3.30665 -0.168 -0.268 0.117
H 4.86586 -7.85346 5.08428 -0.197 0.119 -0.831
H 5.64382 -6.90511 3.82272 0.273 0.459 -0.120
C 4.83730 -2.97658 1.79484 0.680 -2.619 -0.734
O 4.62610 -3.73295 0.56145 -0.100 0.333 0.855
C 3.24851 -4.00071 0.37993 -0.283 0.475 -0.135
C 3.04983 -5.36342 -0.29306 -1.779 -0.560 0.700
N 3.86731 -6.50175 0.23625 -0.062 1.646 -0.113
C 4.10451 -7.41061 -0.85858 0.019 -0.699 -0.703
C 5.01164 -6.90442 -1.95574 2.339 0.426 -1.812
O 6.40233 -6.85420 -1.47561 -1.804 -1.286 1.601
C 7.29125 -6.26447 -2.34096 0.097 -0.539 -0.881
H 5.89209 -2.78721 1.78335 0.551 0.320 0.242
H 4.58898 -3.59543 2.69435 -0.038 0.408 -0.768
H 4.29996 -2.08426 1.76865 -0.948 1.582 0.083
H 2.75036 -3.16952 -0.21641 0.619 -0.991 0.254
H 2.77597 -3.92041 1.35642 -0.289 -0.468 0.277
H 3.11294 -5.21500 -1.36674 0.544 -0.178 -0.274
H 1.95965 -5.70378 -0.17853 1.166 0.720 0.055
H 4.75049 -6.10635 0.60154 -0.493 -0.393 -0.490
H 3.13777 -7.83453 -1.25968 0.799 0.825 0.243
H 4.65200 -8.29073 -0.55595 0.085 -0.425 0.742
H 4.94785 -5.86815 -2.32179 -1.200 -0.181 0.095
H 5.01539 -7.57629 -2.88042 -0.272 0.552 1.046
H 6.86661 -5.33253 -2.71093 0.165 0.243 -0.471
H 7.53430 -6.98633 -3.15827 -0.057 0.740 0.081
H 8.19566 -6.05093 -1.79179 0.307 0.083 0.145
C 3.31975 4.70600 4.46571 -0.287 -0.631 1.386
O 3.88971 5.92987 4.18410 0.248 1.558 -1.094
C 2.90605 6.94204 4.05496 0.428 0.392 -0.182
C 2.63664 7.64070 5.33978 -1.644 -0.561 1.479
N 1.66295 8.69176 5.15765 0.906 0.570 0.360
C 1.24117 9.39704 6.33091 -1.086 1.697 -0.363
C 2.16448 10.53347 6.78439 1.647 -0.877 -1.553
O 2.33954 11.45966 5.64635 -0.316 -0.229 2.206
C 3.11803 12.54270 6.13180 0.830 0.763 -1.454
H 4.13690 3.99969 4.66265 -0.425 0.144 0.083
H 2.71746 4.32291 3.64706 -0.165 -0.117 -0.159
H 2.70791 4.88352 5.37830 0.073 -0.931 -0.359
H 1.94973 6.59444 3.63391 0.182 -0.354 -0.019
H 3.26018 7.73386 3.41959 0.486 0.079 -0.864
H 3.50831 8.05019 5.80997 0.883 0.295 -0.185
H 2.30258 6.87286 6.07971 -0.166 0.236 -0.103
H 0.94344 8.59532 4.48319 -0.468 -0.387 -0.657
H 1.09765 8.69354 7.13944 -0.223 -0.101 0.727
H 0.27896 9.96553 6.13308 0.729 -1.119 0.006
H 3.17554 10.06284 7.04205 -0.943 0.872 -0.218
H 1.78548 11.05508 7.66665 -0.101 0.009 -0.103
H 2.72605 13.06817 6.99314 -0.489 -0.282 0.576
H 3.17960 13.38468 5.36119 0.116 -1.509 0.594
H 4.12048 12.14216 6.39251 -0.251 0.564 -0.183
C 0.22577 2.97495 -3.08366 -1.006 -0.250 -1.064
O -1.11537 2.61907 -2.80418 -0.311 0.939 -0.024
C -1.68796 1.49046 -3.46208 0.972 -0.586 1.839
C -3.17230 1.66833 -3.31121 0.831 1.454 -0.536
N -3.62890 2.69683 -4.25204 -0.409 0.747 1.309
C -5.07927 2.89635 -4.07983 -0.530 0.471 -0.248
C -5.57975 4.07360 -4.91124 -1.611 0.379 -0.559
O -7.00055 3.84834 -5.22186 0.342 -0.640 0.831
C -7.47426 4.73253 -6.19408 0.759 0.702 -0.346
H 0.49352 3.66419 -2.32765 0.579 0.370 1.203
H 0.31591 3.59116 -3.99937 -0.190 -0.651 -0.173
H 0.85787 2.09406 -3.13322 0.187 0.301 0.066
H -1.35181 0.61593 -2.86632 -0.277 0.004 -0.372
H -1.24941 1.40707 -4.44202 -0.408 -0.028 -0.813
H -3.39544 1.85791 -2.24898 0.156 0.412 -0.045
H -3.72743 0.82436 -3.51416 -0.923 -2.280 -0.653
H -3.15451 3.55433 -3.92965 -0.534 -0.234 -0.432
H -5.43197 2.95367 -2.98424 0.432 -0.155 -1.465
H -5.61219 2.11425 -4.65319 0.295 -0.421 0.950
H -5.07269 4.07019 -5.88097 0.401 0.124 0.188
H -5.60555 5.08199 -4.48352 0.793 -0.171 0.248
H -6.95686 5.69803 -6.07466 -0.341 0.079 -0.060
H -8.55538 4.90839 -6.14955 0.238 -0.353 0.276
H -7.19956 4.37600 -7.19126 -0.151 -0.058 -0.186
C 7.53481 4.13749 -0.82983 -0.442 -0.622 1.093
O 6.19754 4.62384 -0.71099 1.289 -0.249 -0.343
C 5.99418 5.04119 0.60687 -0.382 0.910 1.722
C 4.56974 5.54791 0.80050 1.013 -0.815 1.365
N 3.66906 4.43624 1.07811 -1.238 0.494 -0.948
C 3.56781 3.49341 -0.02683 1.406 0.977 -1.763
C 3.25854 4.16313 -1.40986 -1.054 -0.667 0.483
O 3.08058 3.13680 -2.42145 0.250 1.196 -0.066
C 3.05048 3.69212 -3.76111 -0.137 -0.623 0.552
H 7.75824 3.30717 -0.12251 -0.412 0.326 -0.295
H 8.23600 4.90142 -0.61458 0.706 1.115 0.487
H 7.79656 3.81458 -1.80245 -0.475 -0.438 -1.223
H 6.69127 5.83242 0.98032 -0.097 -0.323 -0.817
H 6.12624 4.22477 1.31566 0.147 -0.483 0.040
H 4.37602 6.12892 -0.06591 -0.728 0.802 -0.877
H 4.46016 6.13072 1.72198 0.596 0.391 -0.352
H 2.74587 4.89950 1.12889 0.309 -0.597 0.345
H 2.87034 2.75814 0.22649 -1.307 -1.170 0.196
H 4.53386 2.99403 -0.18814 -0.226 -0.016 0.335
H 4.09625 4.79932 -1.67299 0.025 0.099 -0.206
H 2.31915 4.79992 -1.30807 0.804 -0.604 -0.290
H 2.52112 4.64263 -3.77999 0.391 0.396 0.108
H 2.44602 3.04767 -4.38205 -0.136 -0.522 -0.032
H 4.03656 3.70197 -4.23832 0.070 0.460 0.411
C -1.42472 -3.43876 -5.96159 -2.494 1.808 1.108
O -2.03367 -2.79331 -4.74581 0.326 -0.585 -1.196
C -3.12943 -1.86482 -4.86968 0.360 -0.171 -1.488
C -4.51066 -2.54029 -4.91493 0.480 1.049 0.678
N -5.55004 -1.51029 -4.90445 -0.157 0.155 -0.872
C -6.90468 -2.09663 -4.88888 1.918 0.082 2.126
C -7.82840 -0.95424 -4.86308 -1.980 -0.926 -0.942
O -7.80262 -0.42898 -6.19147 -0.465 1.019 0.280
C -8.46799 0.84096 -6.14259 -0.012 -0.258 1.144
H -1.51977 -4.51751 -5.92117 -0.407 -0.063 -0.106
H -0.41501 -3.18016 -5.95800 1.867 0.327 0.276
H -1.83073 -2.93548 -6.85461 -0.225 -0.670 0.143
H -3.06651 -1.20732 -5.82670 0.223 -0.929 1.383
H -3.02855 -1.21638 -4.00507 -0.062 0.115 0.067
H -4.69954 -3.17845 -4.03701 0.297 0.292 -0.152
H -4.50095 -3.20109 -5.75679 -0.295 -0.531 -0.954
H -5.52901 -0.78957 -5.68203 0.350 -1.485 1.035
H -6.96858 -2.77819 -4.00202 -0.123 0.779 -0.347
H -7.10717 -2.71927 -5.71102 -0.296 -0.817 -1.496
H -7.50357 -0.19118 -4.17315 -0.073 0.192 0.538
H -8.87097 -1.34691 -4.65506 0.806 0.771 0.088
H -7.85094 1.56382 -5.54952 -0.827 -0.506 -0.153
H -9.50337 0.67862 -5.74697 0.789 0.392 0.088
H -8.59351 1.27427 -7.10308 0.175 0.001 -1.171
C -4.52748 4.81703 1.11979 -0.904 -0.891 -1.999
O -3.43781 5.38585 0.40147 -1.455 -0.209 -0.348
C -3.59816 5.01350 -0.98600 0.946 -1.186 0.677
C -2.37761 5.51843 -1.69956 0.992 1.545 1.040
N -2.34145 5.46254 -3.15019 0.135 -0.469 -0.060
C -2.16385 6.73844 -3.84323 -0.418 -1.070 -0.384
C -0.87933 7.48908 -3.63973 -0.135 -0.474 1.577
O -1.18633 8.83102 -3.86874 1.265 1.177 0.226
C -0.03266 9.66060 -3.68814 1.077 -0.800 -0.079
H -4.48798 4.90771 2.16064 0.746 0.528 1.563
H -4.57754 3.74585 0.88778 0.223 -0.195 0.181
H -5.55764 5.15271 0.83052 0.830 0.454 -0.188
H -4.54627 5.31446 -1.36276 -0.856 0.819 -0.461
H -3.58091 3.91656 -1.09497 -0.124 -0.072 0.357
H -1.55185 4.98567 -1.19254 -0.096 0.124 -0.545
H -2.27352 6.57550 -1.32423 0.075 -0.639 -0.631
H -1.75474 4.69808 -3.49657 -0.057 0.621 0.365
H -2.95744 7.38177 -3.47485 -0.188 0.230 -0.285
H -2.27194 6.54925 -4.91808 -0.411 0.135 0.153
H -0.06388 7.13811 -4.25707 0.332 -0.157 -0.462
H -0.58250 7.33506 -2.58096 0.176 0.205 -0.300
H 0.63103 9.39537 -2.81619 -0.683 -0.551 -0.745
H -0.33334 10.63566 -3.40136 -0.678 1.072 -0.290
H 0.61350 9.69512 -4.61090 -0.655 -0.058 0.766
C -0.21774 4.47676 1.17088 0.218 -0.305 0.298
O -1.21584 3.57827 0.77998 0.015 -1.082 0.723
C -0.68819 2.29941 0.37600 -0.773 0.604 -1.637
C -1.71589 1.17489 0.42661 0.535 -0.145 -0.590
N -1.20390 -0.08697 -0.16325 -0.377 1.797 -0.078
C -0.65209 -1.09474 0.68099 2.899 -0.140 -0.123
C 0.19162 -2.02874 -0.19872 -1.298 -1.022 -0.526
O -0.73712 -2.68956 -1.10772 0.957 -0.202 0.052
C -0.05058 -3.56253 -2.00029 2.117 1.465 0.954
H -0.68925 5.30429 1.65721 -0.472 0.391 0.331
H 0.32838 4.89356 0.34083 0.332 0.156 -0.849
H 0.54299 4.06313 1.85496 -0.304 -0.285 0.025
H 0.17266 2.04497 0.93591 1.136 -0.192 0.760
H -0.44592 2.43771 -0.69571 0.329 -0.486 0.562
H -2.53240 1.51667 -0.17728 -0.545 0.078 -0.695
H -2.16719 1.02773 1.37609 0.103 -0.139 1.280
H -1.97503 -0.47075 -0.66632 -0.448 -0.402 -0.585
H -1.34842 -1.72253 1.22462 -0.291 0.053 0.438
H 0.14963 -0.67453 1.35920 -1.238 -0.091 -0.165
H 0.69861 -2.81187 0.38865 -0.216 0.140 0.105
H 0.95009 -1.55371 -0.82310 -0.030 0.545 0.241
H 0.70661 -4.20452 -1.49098 -0.634 0.171 0.048
H 0.55843 -3.04342 -2.78397 -0.956 0.051 0.677
H -0.75722 -4.13956 -2.47723 -1.562 -1.389 -1.088
C 6.40346 0.12676 0.29908 -1.110 -1.781 -2.877
O 5.04347 -0.10916 -0.23084 1.356 0.623 2.121
C 4.76608 0.05903 -1.58266 0.555 0.861 0.029
C 3.28396 -0.15821 -1.71799 0.258 1.080 -0.906
N 2.95863 0.07689 -3.15697 -1.053 -0.921 1.156
C 1.57722 -0.35225 -3.41488 -0.074 -0.011 -1.458
C 1.23758 -0.27961 -4.90903 2.075 1.817 0.267
O 1.37574 1.07822 -5.36810 -0.169 0.101 -1.474
C 1.30596 1.14202 -6.85163 0.916 0.371 2.239
H 6.66868 1.15648 0.46384 0.108 0.740 -0.862
H 7.10429 -0.50633 -0.35982 -0.565 1.312 1.102
H 6.35832 -0.25349 1.27347 0.027 -1.068 1.367
H 5.28102 -0.69679 -2.16642 0.239 -0.229 -0.323
H 5.08883 1.04698 -1.96312 -0.211 -0.118 0.150
H 2.69057 0.47656 -1.03040 0.318 0.030 -0.249
H 3.15707 -1.16800 -1.35983 -0.570 -0.669 -0.483
H 3.02005 1.07963 -3.31121 -0.010 -0.088 0.072
H 0.80696 0.10773 -2.80667 -0.124 0.578 0.226
H 1.42629 -1.39517 -3.21112 0.512 -0.670 0.421
H 0.28838 -0.63750 -5.16546 -1.821 -0.680 -0.041
H 1.96804 -0.85270 -5.47490 0.294 -0.410 0.035
H 1.40129 2.21370 -7.15360 0.188 -1.035 0.255
H 0.35257 0.77292 -7.13289 -1.067 -0.308 -0.522
H 2.07823 0.45925 -7.24544 -0.087 0.584 -0.141
C -3.80146 -4.69209 -1.93058 -0.191 1.421 -1.248
O -4.21785 -5.52414 -0.90453 -0.210 -0.768 -0.183
C -5.49893 -6.10910 -1.10481 -0.466 1.070 -0.542
C -5.74090 -7.00572 0.05626 -0.465 0.791 0.559
N -5.73953 -6.32117 1.34925 0.923 -0.753 0.244
C -5.23790 -7.19261 2.44985 0.616 0.680 -1.509
C -5.36731 -6.45005 3.69735 -1.314 1.391 2.266
O -5.01086 -7.28672 4.73548 1.115 -1.583 0.515
C -5.38634 -6.91689 6.02177 -1.297 0.105 -0.230
H -2.84927 -4.19383 -1.64364 -0.528 -0.563 -0.308
H -4.53910 -3.89268 -2.14994 0.042 0.041 0.721
H -3.78154 -5.13008 -2.95647 0.637 -0.527 0.714
H -5.61769 -6.73077 -1.99768 0.764 -0.091 -0.314
H -6.24260 -5.30573 -1.30227 0.175 -0.142 0.681
H -4.97587 -7.73117 -0.03816 1.162 -1.038 0.253
H -6.65538 -7.53823 -0.09067 -0.886 -0.291 -0.007
H -5.02657 -5.59204 1.28364 -0.317 0.003 -0.112
H -4.20173 -7.57220 2.31984 -0.261 0.569 -0.176
H -5.78190 -8.08391 2.61669 -1.170 -0.955 -0.425
H -6.41250 -6.11147 3.90860 0.317 -0.170 -0.703
H -4.76251 -5.56948 3.82569 0.498 0.845 -0.683
H -6.51527 -6.91848 6.06622 0.906 -0.186 0.404
H -5.07049 -5.92072 6.32769 0.283 0.310 -0.181
H -4.91060 -7.63973 6.67238 -0.327 -0.123 0.336
C -1.37490 -4.51512 2.74392 -1.422 -0.793 0.469
O -1.16430 -3.23121 3.24696 1.653 0.486 -0.115
C 0.22568 -3.01655 3.67619 -1.831 -0.821 0.569
C 0.12049 -1.97705 4.76621 0.174 1.270 -0.606
N -0.44168 -0.71379 4.20587 0.667 -1.057 -0.832
C -0.84358 0.31791 5.09471 1.074 0.643 1.096
C -1.77526 1.33093 4.48591 0.279 0.819 0.044
O -2.80413 0.71437 3.71560 0.222 0.478 0.908
C -3.76058 1.62878 3.16217 0.291 -1.358 0.061
H -0.71584 -4.83562 1.95053 0.500 0.210 -0.420
H -2.41718 -4.50822 2.34780 0.665 -0.225 0.261
H -1.28867 -5.28537 3.55332 -0.119 0.425 -0.452
H 0.89898 -2.79650 2.82895 -0.325 0.048 0.321
H 0.51115 -3.94564 4.20399 0.359 0.144 -0.508
H 1.14903 -1.86314 5.16692 -0.683 0.507 -0.010
H -0.55953 -2.38964 5.52420 0.239 0.003 0.215
H -1.29270 -0.96590 3.72150 0.035 -0.312 -0.411
H 0.04785 0.84709 5.55675 -0.856 -0.344 -0.631
H -1.39053 -0.05865 5.92197 -0.567 -0.849 1.295
H -1.18580 2.07328 3.95530 0.003 -0.015 -1.166
H -2.11932 1.95363 5.32233 -0.707 -0.315 0.088
H -4.64525 1.82871 3.76945 0.307 0.052 0.541
H -4.12159 1.10523 2.28996 -0.242 0.158 -0.403
H -3.23621 2.50877 2.87858 0.162 1.066 -0.366
```
Forces are in eV/Å.

total energy	-172358.8978	eV
lowest unoccupied orbital energy	0.0219	hartree
charge	0
HOMO-LUMO gap	0.324	Ha
2S+1	1
relative energy (zero: lowest compared OMol25 entry of this formula, charge and spin)	9.2	kcal per mole
highest occupied orbital energy	-8.21	eV